(1)
Entry from OMol25: a cluster of 2 separate species, C6H17NO in total (ωB97M-V/def2-TZVPD).

```
! RIJCOSX wB97M-V def2-TZVPD def2/J DEFGRID3
* xyz 0 1
C 0.50730 -0.55958 -3.18330
C 0.92812 -1.39985 -1.96642
C 0.04942 -1.07624 -0.74372
C 0.52391 0.32005 -0.25990
N 0.09821 0.53027 1.11564
C 0.94701 1.52131 1.81323
C -1.33582 1.14796 1.22547
H -0.47913 -0.08110 -3.03281
H 1.28636 0.22900 -3.30532
H 0.37685 -1.07210 -4.14025
H 2.00761 -1.31916 -1.88083
H 0.69660 -2.47868 -2.19880
H 0.23748 -1.84855 0.00815
H -0.97412 -1.05613 -1.06588
H 1.62708 0.14030 -0.19036
H 0.28801 1.13291 -0.96371
H 1.22762 2.46616 1.34459
H 1.85212 1.01175 2.25055
H 0.47516 1.74271 2.80166
H -1.49911 0.95452 2.25733
H -2.10732 0.45886 0.76192
H -1.52910 2.15932 0.95444
O -1.93119 -1.31049 2.98897
H -2.00797 -0.35836 3.12573
H -1.26510 -1.25490 2.28361
*
```

molar mass	119.21	g mol⁻¹
electronic energy	-10033.7736	eV
E_LUMO	0.93	eV
relative energy (zero: lowest compared OMol25 entry of this formula, charge and spin)	1.8087	eV
structure (SMILES)	CCCCN(C)C.O

These are the natural (NBO) partial charges, in e, on atoms 1 to 8:
1 C -0.62
2 C -0.40
3 C -0.40
4 C -0.23
5 N -0.45
6 C -0.44
7 C -0.43
8 H 0.20

***

(2)
Entry from OMol25: a structure of composition C33H29BFIrN2O2P2Se (ωB97M-V/def2-TZVPD).

```
! RIJCOSX wB97M-V def2-TZVPD def2/J DEFGRID3
* xyz 1 6
Ir -1.48326 -2.25714 0.36411
O 0.85914 -1.99294 -0.06199
P 1.82854 -0.88214 -0.26849
C 1.36254 0.61106 0.70181
P -0.27656 1.20916 0.11901
O -1.23266 0.08656 -0.08509
C -0.81686 2.36026 1.41161
C -2.18266 2.58736 1.52571
C -2.65406 3.47736 2.47291
C -1.76086 4.13946 3.30211
C -0.40006 3.90416 3.19711
C 0.07694 3.02046 2.24751
C -0.06436 2.14086 -1.41409
C -0.85526 1.78786 -2.49829
C -0.78326 2.52506 -3.66619
C 0.07194 3.61316 -3.74009
C 0.85074 3.97306 -2.65229
C 0.77994 3.24286 -1.48049
C 1.93434 -0.39674 -2.00859
C 2.83474 0.55396 -2.47779
C 2.88464 0.83166 -3.83149
C 2.04694 0.16446 -4.71089
C 1.14294 -0.77304 -4.24139
C 1.08734 -1.05594 -2.88969
C 3.45584 -1.34094 0.39061
C 3.61514 -1.38084 1.77201
C 4.81064 -1.81144 2.31391
C 5.83644 -2.22134 1.47591
C 5.67294 -2.19504 0.10031
C 4.48014 -1.75744 -0.44769
H 2.12744 1.38266 0.63421
H 1.22034 0.29826 1.74191
H -2.85856 2.05146 0.87341
H -3.71326 3.65866 2.56631
H -2.12586 4.82916 4.04601
H 0.29254 4.40846 3.85461
H 1.13954 2.84596 2.16931
H -1.53146 0.95036 -2.40709
H -1.40096 2.26626 -4.51179
H 0.12494 4.19326 -4.64819
H 1.50164 4.83246 -2.71489
H 1.35684 3.53806 -0.61619
H 3.50434 1.05156 -1.79069
H 3.58804 1.55886 -4.20539
H 2.10464 0.37316 -5.76709
H 0.49664 -1.29154 -4.93059
H 0.40214 -1.79864 -2.50389
H 2.79894 -1.09194 2.42021
H 4.94014 -1.83584 3.38561
H 6.76004 -2.57744 1.90181
H 6.47504 -2.52384 -0.54229
H 4.33684 -1.74314 -1.51929
F -7.73656 -1.92194 -0.03129
C -6.39656 -1.92864 -0.00439
C -5.74476 -1.94414 1.21951
C -4.36196 -1.92264 1.23861
C -3.61586 -1.94004 0.05131
C -4.30596 -1.89404 -1.16239
C -5.69076 -1.88604 -1.19759
H -6.31476 -1.97474 2.13301
H -3.86436 -1.90744 2.19981
H -3.77086 -1.86654 -2.10179
H -6.22766 -1.85724 -2.13179
Se 1.52894 -5.62064 -0.01199
C 0.00764 -4.80054 -0.02969
N -1.01176 -4.21094 -0.03679
B -1.18986 -1.95184 5.08991
C -1.11876 -2.08104 3.58151
N -1.14926 -2.21234 2.42721
H -0.68676 -0.95214 5.50181
H -0.65976 -2.89034 5.58911
H -2.35256 -1.77684 5.31971
*
```

molar mass	848.54	g mol⁻¹
electronic energy	-131913.9542	eV
E_LUMO (spin up / spin down)	-2.36 / -6.51	eV
relative energy (zero: lowest compared OMol25 entry of this formula, charge and spin)	0.8072	eV

These are the Löwdin partial charges, in e, on atoms 1 to 8:
1 Ir 1.52
2 O -0.46
3 P 0.76
4 C -0.28
5 P 0.75
6 O -0.45
7 C -0.27
8 C -0.07

***

(3)
Entry from OMol25: the molecule C21H29N3O4S (ωB97M-V/def2-TZVPD).

```
! RIJCOSX wB97M-V def2-TZVPD def2/J DEFGRID3
* xyz 0 1
C -1.91807 -3.16474 5.89158
C -1.53553 -2.41437 4.61768
C -2.09396 -3.04454 3.34309
O -3.52344 -3.05487 3.36527
C -1.70389 -2.27865 2.09168
C -2.29257 -2.91437 0.83170
C -0.19085 -2.19682 1.96090
O 0.51320 -3.14519 2.27705
N 0.34288 -1.06340 1.46019
C 1.78663 -0.90648 1.29085
C 1.91678 0.55526 0.87372
C 0.61906 0.85557 0.11782
N 0.63110 0.20912 -1.19805
C 1.50316 0.46040 -2.19351
O 2.42729 1.24909 -2.09647
C 1.28015 -0.34691 -3.47123
N 1.60681 0.42337 -4.64223
C 2.97899 0.60839 -5.04726
S 2.90646 1.43033 -6.65972
C 1.22267 2.01125 -6.36515
C 0.64632 1.16216 -5.24539
O -0.52363 1.17130 -4.92850
C 0.27701 2.33090 -0.02792
C 1.28232 3.28935 -0.09168
C 0.96522 4.63391 -0.22724
C -0.36273 5.02807 -0.30268
C -1.37287 4.07902 -0.24997
C -1.05200 2.73598 -0.11316
C -0.39507 0.10370 0.99240
H -1.43087 -2.71700 6.75650
H -2.99368 -3.13602 6.08163
H -1.60658 -4.21053 5.84273
H -1.87650 -1.37654 4.68454
H -0.44424 -2.38156 4.55480
H -1.72231 -4.07258 3.25902
H -3.80381 -3.53597 4.14752
H -2.11927 -1.27094 2.20187
H -2.00722 -2.36492 -0.06852
H -1.94348 -3.94175 0.71759
H -3.37998 -2.93183 0.87820
H 2.32426 -1.11801 2.21168
H 2.14104 -1.57129 0.50065
H 1.97508 1.20054 1.75383
H 2.81881 0.74406 0.29412
H -0.11318 -0.44699 -1.38279
H 1.91878 -1.23162 -3.43158
H 0.24481 -0.67724 -3.53962
H 3.53191 1.21613 -4.33245
H 3.49728 -0.34392 -5.16466
H 1.19604 3.05602 -6.05508
H 0.61520 1.89585 -7.25900
H 2.32089 2.99024 -0.06210
H 1.75512 5.37099 -0.28224
H -0.61057 6.07637 -0.41107
H -2.40840 4.38426 -0.31919
H -1.85445 2.00786 -0.08765
H -1.28887 -0.16511 0.42715
H -0.67724 0.74469 1.83036
*
```

molar mass	419.55	g mol⁻¹
electronic energy	-45745.0811	eV
E_LUMO	0.45	eV
relative energy (zero: lowest compared OMol25 entry of this formula, charge and spin)	0.3095	eV
structure (SMILES)	CC[C@@H](O)[C@H](C)C(=O)N1CC[C@](NC(=O)CN2CSCC2=O)(c2ccccc2)C1

These are the natural (NBO) partial charges, in e, on atoms 1 to 8:
1 C -0.61
2 C -0.43
3 C 0.12
4 O -0.73
5 C -0.33
6 C -0.59
7 C 0.71
8 O -0.64

***

(4)
Entry from OMol25: a cluster of 2 separate species, H3N2O2S2 in total (ωB97M-V/def2-TZVPD).

```
! RIJCOSX wB97M-V def2-TZVPD def2/J DEFGRID3
* xyz -1 1
N 2.48164 -0.56482 1.40354
N 1.59010 -0.31950 0.63178
O -2.17736 -1.03461 -1.71266
O -0.88921 1.18936 -1.45224
S -2.39132 0.27029 0.69845
S -1.24002 -0.38606 -0.83813
H 2.67772 0.32937 2.01502
H -1.41692 1.72258 -0.81325
H 1.36537 -1.20660 0.06749
*
```

molar mass	127.17	g mol⁻¹
electronic energy	-28793.8099	eV
E_LUMO	3.82	eV
relative energy (zero: lowest compared OMol25 entry of this formula, charge and spin)	0.8361	eV

These are the natural (NBO) partial charges, in e, on atoms 1 to 8:
1 N -0.33
2 N -0.27
3 O -1.00
4 O -0.95
5 S -0.80
6 S 1.28
7 H 0.28
8 H 0.48

***

(5)
Entry from OMol25: a structure of composition C5H13N (ωB97M-V/def2-TZVPD).

```
! RIJCOSX wB97M-V def2-TZVPD def2/J DEFGRID3
* xyz 0 1
C -2.28481 -0.96997 -0.17260
C -1.85330 0.46906 0.16651
C -0.48657 0.65677 0.74758
C 0.62592 1.11849 -0.12074
N 1.04445 0.03499 -1.02776
C 1.34883 -0.99050 -0.16111
H -3.30797 -1.05192 -0.41630
H -1.69246 -1.37648 -0.99702
H -2.08918 -1.56247 0.72093
H -2.59707 0.83324 0.88781
H -1.97171 1.13311 -0.69112
H 1.51814 1.36438 0.46882
H -0.28544 0.67572 1.80999
H 3.96277 0.29998 -0.28129
H 0.41901 1.98825 -0.75961
H 4.22279 0.82652 0.17664
H 0.12759 -0.67577 -0.50193
H 1.77106 -0.84381 0.82870
H 1.52796 -1.92958 -0.67752
*
```

molar mass	87.17	g mol⁻¹
electronic energy	-6878.3684	eV
E_LUMO	-0.49	eV
relative energy (zero: lowest compared OMol25 entry of this formula, charge and spin)	7.8289	eV

These are the natural (NBO) partial charges, in e, on atoms 1 to 8:
1 C -0.59
2 C -0.47
3 C -0.35
4 C -0.34
5 N -0.53
6 C -0.18
7 H 0.21
8 H 0.19

***

(6)
Entry from OMol25: the molecule C2H6OS (ωB97M-V/def2-TZVPD).

```
! RIJCOSX wB97M-V def2-TZVPD def2/J DEFGRID3
* xyz 0 1
O -1.51657 0.99062 0.49023
C -0.25700 0.90621 0.06490
C 0.43034 -0.57249 0.49926
S 0.44833 -1.73175 -0.93369
H -1.94082 0.22465 0.16923
H -0.19413 0.98553 -0.97506
H 0.25599 1.82064 0.53533
H -0.01111 -0.96040 1.40753
H 1.57461 -0.58498 0.66437
H 1.21036 -1.07803 -1.92210
*
```

molar mass	78.14	g mol⁻¹
electronic energy	-15052.5878	eV
E_LUMO	0.83	eV
relative energy (zero: lowest compared OMol25 entry of this formula, charge and spin)	0.8440	eV
structure (SMILES)	OCCS

These are the natural (NBO) partial charges, in e, on atoms 1 to 8:
1 O -0.69
2 C -0.03
3 C -0.58
4 S -0.09
5 H 0.46
6 H 0.15
7 H 0.17
8 H 0.24

***

(7)
Entry from OMol25: a structure of composition C4H5N3S (ωB97M-V/def2-TZVPD).

```
! RIJCOSX wB97M-V def2-TZVPD def2/J DEFGRID3
* xyz 0 1
C -0.35556 -0.65329 0.62988
C 0.73200 -0.12967 0.01350
C -0.27820 2.10231 -0.41652
C 1.64221 -0.72298 -1.09426
H -1.06810 -2.98795 -0.58141
H -1.73295 -2.08030 1.73722
H -0.93176 -0.05727 1.54213
H 1.49179 1.74767 0.54370
H -0.24950 3.28216 0.03179
N -1.00005 -2.02635 0.39552
N 0.75588 1.34293 0.17038
N 2.53594 -1.36869 -1.56237
S -1.54169 1.55141 -1.40956
*
```

molar mass	127.17	g mol⁻¹
electronic energy	-19526.4960	eV
E_LUMO	-0.98	eV
relative energy (zero: lowest compared OMol25 entry of this formula, charge and spin)	8.3850	eV

These are the natural (NBO) partial charges, in e, on atoms 1 to 8:
1 C 0.11
2 C -0.11
3 C -0.08
4 C 0.25
5 H 0.52
6 H 0.40
7 H 0.25
8 H 0.39

***

(8)
Entry from OMol25: a structure of composition C17H40NP3PbS (ωB97M-V/def2-TZVPD).

```
! RIJCOSX wB97M-V def2-TZVPD def2/J DEFGRID3
* xyz 4 1
Pb -0.05178 -0.03899 1.74940
P -1.72390 2.11013 1.76327
P -2.04565 -1.54693 2.84449
P 1.71037 1.24498 0.20507
H -1.07539 -2.20772 -0.02049
C -0.01395 -1.95612 -0.11389
C 0.93937 -2.36985 0.79904
H 0.68344 -2.93984 1.69574
C -2.73202 2.05270 0.27670
C -2.81362 2.16120 3.18808
C -0.83063 3.66627 1.77164
C -1.65334 -3.30251 2.81090
C -2.52845 -1.19119 4.53803
C -3.48931 -1.34762 1.77215
C 2.95187 0.11420 -0.42986
C 2.57913 2.59018 1.00869
C 0.78408 1.86588 -1.21239
H 0.20452 -1.25523 -0.92782
H 1.96569 -1.99242 0.79068
H -3.39746 2.92001 0.26321
H -3.34343 1.14067 0.22030
H -2.12388 2.06400 -0.63956
H -3.42537 3.06525 3.12943
H -2.24018 2.19247 4.12416
H -3.48136 1.29402 3.26091
H -1.55523 4.48482 1.80464
H -0.18660 3.81028 0.89467
H -0.18082 3.74468 2.65260
H -2.48881 -3.90395 3.18810
H -0.77562 -3.50044 3.43661
H -1.39721 -3.64715 1.80186
H -3.53247 -1.57760 4.74451
H -2.53038 -0.11490 4.75231
H -1.83155 -1.64702 5.25275
H -4.23570 -2.09929 2.04148
H -3.21958 -1.49985 0.71842
H -3.95693 -0.35591 1.82554
H 3.64131 0.61880 -1.11543
H 2.50253 -0.73610 -0.95730
H 3.52941 -0.31012 0.39948
H 3.18642 3.11450 0.26475
H 3.24522 2.21875 1.79960
H 1.90997 3.31868 1.48480
H 1.47586 2.25127 -1.96310
H 0.06307 2.65415 -0.96011
H 0.20105 1.06206 -1.68174
C 2.25829 -0.74761 -5.36919
C 1.52220 -0.48789 -6.53822
C 1.35914 -1.49344 -7.49329
C 1.93355 -2.75562 -7.29325
C 2.67543 -3.01213 -6.13492
C 2.84351 -2.01171 -5.17605
S 2.45646 0.47121 -4.13288
H 1.75493 1.47844 -4.70088
H 1.09118 0.50473 -6.66071
H 0.78163 -1.29525 -8.39764
H 1.80322 -3.53785 -8.04022
H 3.12781 -3.99202 -5.96918
H 3.41814 -2.18103 -4.26500
N 0.96351 0.62832 3.99608
H 0.56810 1.53553 4.30202
H 1.96647 0.73734 3.90764
H 0.76372 -0.06023 4.71336
*
```

molar mass	590.70	g mol⁻¹
electronic energy	-63676.1059	eV
E_LUMO (spin up / spin down)	-13.23 / -13.51	eV
relative energy (zero: lowest compared OMol25 entry of this formula, charge and spin)	0.0000	eV

These are the natural (NBO) partial charges, in e, on atoms 1 to 8:
1 Pb 0.90
2 P 1.00
3 P 1.03
4 P 1.03
5 H 0.23
6 C -0.43
7 C -0.32
8 H 0.24